# 1
{"formula": "C32H28CrF5N5O5PS2", "method": "the ωB97M-V functional and the def2-TZVPD basis", "multiplicity": 5, "homo_lumo_gap_ev": [4.87, 6.88], "relative_energy_ev": 1.720, "e_homo_ev": [-2.67, -4.68], "max_force_ev_per_a": 0.830, "total_charge": -1, "species": ["Cr", "O", "S", "O", "O", "C", "C", "C", "C", "C", "C", "P", "C", "C", "C", "C", "C", "C", "C", "C", "C", "C", "C", "C", "H", "H", "H", "H", "H", "H", "H", "H", "H", "H", "H", "H", "H", "H", "N", "C", "S", "N", "C", "C", "C", "C", "C", "C", "H", "H", "H", "H", "H", "H", "H", "H", "F", "C", "F", "C", "F", "F", "F", "O", "N", "O", "N", "C", "C", "C", "N", "C", "C", "H", "H", "H", "H", "H", "H"], "positions_angstrom": [[-1.612, 0.373, 1.049], [-0.704, 0.447, 5.313], [-0.586, 1.182, 4.072], [-1.051, 2.534, 4.077], [-1.170, 0.336, 2.977], [1.186, 1.188, 3.732], [1.954, 1.321, 4.885], [3.337, 1.328, 4.829], [3.968, 1.175, 3.605], [3.205, 1.019, 2.462], [1.810, 1.042, 2.492], [0.942, 0.774, 0.891], [1.774, 1.795, -0.381], [2.511, 2.932, -0.068], [3.030, 3.734, -1.073], [2.809, 3.426, -2.407], [2.068, 2.297, -2.731], [1.559, 1.491, -1.725], [1.871, -0.857, 0.538], [2.885, -1.074, -0.396], [3.455, -2.329, -0.565], [3.032, -3.404, 0.202], [2.039, -3.205, 1.152], [1.477, -1.950, 1.310], [1.439, 1.404, 5.831], [3.916, 1.438, 5.737], [5.048, 1.161, 3.539], [3.705, 0.883, 1.510], [2.665, 3.206, 0.966], [3.594, 4.619, -0.807], [3.211, 4.061, -3.186], [1.905, 2.027, -3.767], [1.011, 0.593, -1.987], [3.245, -0.256, -1.005], [4.241, -2.464, -1.299], [3.476, -4.382, 0.068], [1.706, -4.027, 1.773], [0.723, -1.803, 2.078], [-1.602, 2.861, -1.456], [-1.541, 1.747, -2.156], [-1.695, 0.210, -1.429], [-1.273, 1.872, -3.491], [-1.254, 0.943, -4.538], [-1.900, -0.288, -4.505], [-1.830, -1.126, -5.608], [-1.138, -0.758, -6.751], [-0.510, 0.480, -6.788], [-0.565, 1.321, -5.693], [-1.528, 2.757, -0.388], [-1.294, 3.730, -1.863], [-0.973, 2.797, -3.765], [-2.455, -0.584, -3.629], [-2.335, -2.082, -5.566], [-1.089, -1.423, -7.602], [0.031, 0.793, -7.672], [-0.066, 2.283, -5.724], [-4.164, 1.577, 0.388], [-3.699, 0.476, 1.079], [-4.307, -0.612, 0.447], [-4.388, 0.543, 2.445], [-4.078, -0.546, 3.174], [-4.020, 1.618, 3.132], [-5.736, 0.567, 2.344], [0.054, 3.856, 1.043], [-0.137, 2.660, 1.312], [-1.495, 2.259, 0.996], [-2.070, -5.914, 1.648], [-1.969, -4.548, 1.505], [-2.163, -3.928, 0.270], [-2.071, -2.558, 0.182], [-1.788, -1.756, 1.217], [-1.640, -2.355, 2.413], [-1.719, -3.717, 2.597], [-1.953, -6.469, 0.817], [-1.662, -6.314, 2.476], [-2.387, -4.507, -0.615], [-2.233, -2.080, -0.773], [-1.447, -1.697, 3.247], [-1.584, -4.125, 3.589]], "atomic_forces_ev_per_a": [[0.50, 0.65, -0.08], [0.02, -0.02, -0.04], [0.03, -0.05, 0.06], [0.02, -0.03, 0.06], [-0.12, -0.04, -0.13], [-0.11, -0.01, 0.08], [0.07, 0.07, 0.03], [-0.06, 0.01, 0.01], [-0.01, -0.01, -0.02], [0.10, 0.07, -0.06], [-0.01, 0.01, -0.07], [0.10, -0.33, -0.13], [-0.08, -0.06, 0.03], [-0.01, 0.05, 0.08], [0.01, 0.04, -0.03], [-0.04, -0.02, 0.02], [0.07, 0.05, -0.01], [0.08, -0.17, 0.01], [0.00, 0.08, -0.03], [-0.10, 0.03, 0.00], [0.02, -0.05, 0.00], [0.00, 0.00, -0.01], [0.02, -0.01, -0.03], [-0.10, 0.06, 0.18], [0.01, 0.00, 0.05], [0.00, 0.01, 0.02], [0.03, 0.01, -0.01], [-0.02, -0.02, 0.03], [-0.03, 0.02, -0.01], [0.02, 0.02, 0.01], [0.03, 0.02, -0.05], [-0.02, -0.02, -0.06], [-0.03, 0.03, -0.01], [0.01, 0.05, -0.02], [0.02, -0.01, -0.02], [0.01, -0.01, 0.00], [-0.02, -0.03, 0.04], [0.09, 0.00, -0.07], [0.36, -0.30, -0.38], [0.15, 0.32, 0.16], [-0.12, -0.06, 0.09], [-0.17, 0.30, 0.07], [0.11, -0.08, -0.08], [-0.08, -0.03, -0.07], [0.03, 0.01, -0.04], [0.02, 0.02, 0.02], [-0.03, -0.05, -0.01], [0.00, -0.04, 0.03], [-0.51, -0.09, 0.29], [-0.05, 0.02, -0.10], [-0.05, -0.10, 0.06], [0.00, 0.00, -0.08], [-0.02, -0.03, -0.01], [0.00, -0.01, -0.03], [0.01, 0.00, -0.02], [0.02, 0.03, 0.02], [0.00, -0.06, 0.02], [-0.35, 0.16, 0.04], [0.04, -0.04, -0.01], [0.04, 0.02, -0.05], [-0.01, -0.13, 0.04], [0.01, 0.05, -0.01], [-0.04, 0.01, 0.01], [0.05, 0.28, -0.21], [0.31, -0.15, 0.49], [-0.17, -0.10, -0.12], [0.00, 0.02, 0.01], [0.01, 0.02, 0.00], [0.00, -0.01, 0.05], [0.09, 0.06, 0.04], [-0.03, -0.44, 0.07], [-0.10, 0.02, -0.08], [-0.01, -0.01, -0.05], [0.00, 0.01, 0.01], [-0.01, 0.01, -0.02], [0.00, -0.02, -0.03], [0.00, -0.01, 0.00], [0.00, 0.01, 0.01], [0.00, -0.01, 0.03]]}

# 2
{"formula": "C32H28FFeN6O3STe", "method": "the ωB97M-V functional and the def2-TZVPD basis", "homo_lumo_gap_ev": [7.40, 7.40], "relative_energy_ev": 0.503, "e_homo_ev": [-9.99, -9.99], "max_force_ev_per_a": 0.432, "total_charge": 1, "species": ["Fe", "N", "C", "C", "C", "C", "C", "C", "N", "C", "C", "C", "S", "C", "N", "H", "H", "H", "H", "H", "H", "H", "C", "C", "C", "C", "C", "C", "C", "F", "C", "C", "C", "O", "C", "C", "N", "C", "C", "O", "O", "H", "H", "H", "H", "H", "H", "H", "H", "H", "H", "H", "N", "C", "C", "C", "C", "C", "N", "C", "H", "H", "H", "H", "C", "Te", "C", "H", "H", "H", "H", "H", "H"], "positions_angstrom": [[-0.403, 0.105, -0.098], [3.457, 1.398, -0.116], [3.570, 1.081, 1.229], [4.617, 1.241, 2.129], [4.393, 0.800, 3.416], [3.171, 0.217, 3.787], [2.135, 0.068, 2.890], [2.341, 0.517, 1.586], [1.508, 0.511, 0.472], [2.217, 1.038, -0.505], [1.627, 1.141, -1.831], [2.158, 1.399, -3.052], [0.952, 1.222, -4.249], [-0.187, 0.814, -3.054], [0.288, 0.816, -1.844], [4.153, 1.845, -0.686], [5.561, 1.681, 1.837], [5.179, 0.895, 4.153], [3.046, -0.133, 4.803], [1.201, -0.385, 3.187], [3.172, 1.654, -3.310], [-1.214, 0.576, -3.283], [-4.416, -5.249, -3.111], [-5.205, -3.969, -2.907], [-6.498, -4.213, -2.146], [-7.334, -2.945, -2.129], [-6.520, -1.776, -1.641], [-7.140, -0.658, -1.133], [-6.387, 0.408, -0.648], [-7.039, 1.476, -0.167], [-5.024, 0.384, -0.633], [-4.368, -0.747, -1.138], [-2.913, -0.805, -1.082], [-2.277, 0.198, -0.635], [-2.307, -1.982, -1.565], [-3.102, -2.956, -2.125], [-4.431, -2.917, -2.188], [-5.109, -1.816, -1.661], [-0.816, -2.282, -1.577], [-0.413, -3.107, -2.380], [-0.087, -1.695, -0.691], [-5.075, -5.974, -3.586], [-4.083, -5.668, -2.160], [-3.555, -5.122, -3.765], [-5.456, -3.544, -3.885], [-6.261, -4.537, -1.129], [-7.043, -5.023, -2.630], [-8.212, -3.062, -1.495], [-7.702, -2.737, -3.138], [-8.220, -0.599, -1.092], [-4.450, 1.210, -0.240], [-2.602, -3.809, -2.555], [-0.562, -4.704, 4.053], [-0.885, -3.660, 3.701], [-1.289, -2.351, 3.268], [-2.230, -1.618, 3.984], [-2.581, -0.365, 3.517], [-1.983, 0.105, 2.361], [-1.076, -0.599, 1.674], [-0.735, -1.810, 2.113], [-2.672, -2.030, 4.881], [-3.305, 0.247, 4.036], [-2.229, 1.078, 1.958], [-0.014, -2.352, 1.516], [1.175, 4.287, 4.311], [-0.322, 2.825, 3.924], [0.245, 1.513, 5.509], [2.160, 3.846, 4.178], [1.060, 4.678, 5.317], [1.034, 5.092, 3.593], [-0.363, 1.694, 6.390], [1.293, 1.696, 5.734], [0.127, 0.483, 5.180]], "atomic_forces_ev_per_a": [[-0.18, -0.12, 0.37], [-0.01, 0.02, 0.00], [0.03, 0.01, -0.01], [-0.01, 0.00, 0.01], [0.00, 0.00, -0.01], [0.00, -0.04, 0.02], [0.03, 0.02, -0.02], [-0.03, -0.04, 0.02], [0.01, 0.05, -0.11], [0.01, -0.02, -0.05], [-0.05, -0.11, 0.05], [0.01, 0.05, 0.01], [-0.01, 0.02, -0.01], [-0.03, 0.08, 0.02], [0.07, -0.09, -0.01], [0.01, -0.02, 0.00], [0.00, 0.00, 0.00], [0.00, 0.00, 0.00], [0.00, 0.00, 0.00], [-0.01, 0.03, -0.01], [0.00, -0.01, 0.00], [0.00, -0.01, 0.00], [0.00, 0.00, 0.00], [-0.01, -0.01, 0.00], [-0.01, 0.00, -0.01], [0.01, 0.01, 0.01], [0.00, -0.02, -0.01], [0.00, 0.01, 0.01], [0.00, 0.00, 0.00], [0.00, -0.01, 0.00], [-0.01, 0.00, 0.00], [0.02, 0.00, 0.00], [0.06, 0.00, -0.05], [0.06, -0.04, -0.01], [0.00, -0.02, -0.05], [-0.02, 0.03, -0.02], [-0.02, 0.02, 0.01], [0.01, 0.00, 0.01], [-0.04, -0.05, 0.02], [-0.01, -0.04, 0.05], [0.13, 0.25, -0.11], [0.00, 0.00, 0.01], [0.01, 0.01, 0.00], [0.00, 0.00, 0.00], [0.01, -0.01, -0.01], [0.00, 0.00, 0.00], [0.00, 0.00, 0.00], [0.00, 0.00, 0.00], [0.01, 0.00, 0.00], [0.00, 0.00, 0.00], [0.00, 0.01, 0.00], [0.01, 0.00, 0.01], [0.00, 0.00, 0.00], [0.00, 0.02, -0.01], [0.02, -0.06, 0.01], [0.00, 0.02, 0.01], [0.01, 0.03, 0.03], [0.06, 0.01, -0.03], [-0.06, 0.02, -0.05], [0.03, 0.04, -0.04], [0.00, 0.00, 0.00], [-0.01, 0.00, -0.01], [-0.07, -0.02, 0.00], [0.00, -0.01, -0.01], [0.01, -0.02, 0.03], [-0.04, 0.02, -0.06], [0.02, 0.01, 0.01], [0.00, -0.01, 0.00], [0.00, 0.00, 0.00], [0.01, 0.00, 0.00], [0.01, 0.01, 0.00], [0.00, -0.01, -0.02], [-0.02, 0.00, 0.01]]}

# 3
{"formula": "C32H28FGaN8O5", "method": "the ωB97M-V functional and the def2-TZVPD basis", "homo_lumo_gap_ev": [2.96, 2.96], "relative_energy_ev": 4.871, "e_homo_ev": [-4.48, -4.48], "max_force_ev_per_a": 3.361, "total_charge": 0, "species": ["Ga", "O", "C", "C", "C", "C", "C", "C", "C", "N", "N", "C", "O", "C", "C", "C", "C", "C", "C", "H", "H", "H", "H", "H", "H", "H", "H", "H", "H", "C", "C", "N", "C", "C", "C", "O", "O", "C", "O", "C", "C", "C", "F", "C", "C", "C", "N", "C", "C", "N", "C", "C", "H", "H", "H", "H", "H", "H", "H", "H", "H", "H", "H", "H", "H", "H", "H", "H", "H", "H", "N", "C", "N", "C", "N"], "positions_angstrom": [[1.429, 1.021, 2.827], [3.189, 1.651, 3.331], [3.974, 1.664, 2.231], [5.413, 1.638, 2.448], [6.209, 1.686, 1.393], [5.557, 1.783, 0.037], [4.441, 2.821, 0.073], [3.596, 2.696, 1.128], [2.353, 3.471, 1.233], [1.343, 2.960, 1.845], [0.191, 3.696, 2.050], [-0.525, 3.062, 2.948], [-0.242, 1.918, 3.468], [-1.719, 3.801, 3.522], [-1.986, 5.095, 3.102], [-3.061, 5.790, 3.609], [-3.955, 5.203, 4.478], [-3.745, 3.874, 4.863], [-2.596, 3.201, 4.431], [5.782, 1.582, 3.448], [7.281, 1.639, 1.533], [6.326, 1.980, -0.672], [4.208, 3.489, -0.719], [2.235, 4.407, 0.729], [-1.274, 5.516, 2.372], [-3.223, 6.830, 3.376], [-4.725, 5.803, 4.897], [-4.426, 3.292, 5.482], [-2.401, 2.184, 4.754], [1.405, -0.410, -4.992], [2.050, -1.412, -4.052], [1.780, -1.046, -2.649], [2.796, -0.515, -1.872], [2.619, -0.107, -0.559], [3.771, 0.245, 0.200], [4.971, 0.489, -0.404], [3.761, 0.279, 1.565], [1.273, -0.187, -0.042], [0.929, 0.235, 1.182], [0.269, -0.789, -0.765], [-1.023, -1.040, -0.223], [-1.978, -1.797, -0.927], [-3.262, -1.827, -0.497], [-1.639, -2.415, -2.153], [-0.372, -2.126, -2.711], [0.548, -1.311, -2.088], [-2.573, -3.220, -2.911], [-3.000, -4.402, -2.201], [-3.763, -5.312, -3.128], [-4.923, -4.554, -3.745], [-4.408, -3.355, -4.487], [-3.661, -2.485, -3.476], [1.552, -0.746, -5.994], [1.909, 0.543, -4.834], [0.340, -0.354, -4.806], [3.121, -1.458, -4.172], [1.714, -2.470, -4.215], [3.798, -0.415, -2.324], [-1.181, -0.726, 0.799], [-0.168, -2.581, -3.653], [-3.612, -4.214, -1.313], [-2.134, -4.929, -1.837], [-4.198, -6.154, -2.683], [-3.136, -5.621, -3.986], [-5.548, -4.228, -2.981], [-5.461, -5.164, -4.318], [-5.270, -2.873, -4.889], [-3.828, -3.750, -5.295], [-4.402, -2.078, -2.780], [-3.270, -1.607, -3.995], [1.318, -0.437, 4.045], [0.900, -0.979, 5.009], [0.297, -1.588, 5.943], [0.856, -2.184, 6.990], [1.187, -2.677, 8.009]], "atomic_forces_ev_per_a": [[0.10, 0.97, -0.55], [0.11, -0.14, -0.73], [-2.04, -0.65, -0.43], [1.39, 0.58, 0.14], [-0.28, -0.19, 0.55], [-0.34, -0.01, 0.06], [-0.66, -1.10, 1.90], [0.63, 0.42, -0.67], [-0.88, -1.21, 0.34], [0.76, 0.22, 0.07], [0.61, -0.25, -0.25], [-0.37, 0.30, 0.84], [0.34, -0.35, -0.11], [-0.04, -0.50, -0.35], [0.99, 0.16, -0.71], [-0.07, 0.50, 0.01], [0.60, -1.11, 0.30], [0.52, -0.35, -0.11], [-0.20, -0.01, -0.34], [0.09, -0.13, 0.55], [0.03, -0.01, -0.38], [0.27, 0.20, -0.85], [0.07, 0.38, -0.72], [0.12, 0.74, -0.21], [-0.60, -0.01, 0.51], [0.12, 0.16, -0.30], [-0.77, 0.18, 0.20], [-0.01, 0.51, 0.07], [-0.02, 0.07, -0.03], [0.44, -0.32, 0.66], [-0.44, -0.95, 0.52], [2.16, 0.40, 1.20], [-1.30, -0.62, -2.35], [2.56, 0.80, 2.02], [-2.17, -0.84, -0.27], [0.61, 0.57, 0.08], [-0.64, 0.42, -0.75], [-1.22, 0.22, 2.03], [0.48, -0.11, -0.40], [0.85, -0.70, -0.87], [-1.83, -1.30, -0.63], [2.34, 1.96, 0.75], [-0.12, -0.59, 0.15], [0.62, 0.36, -0.65], [-1.37, -0.23, 0.58], [-0.37, 0.07, 0.25], [0.58, 0.13, 0.64], [-0.33, -0.16, 0.04], [0.49, 0.72, -1.52], [0.49, 0.76, 1.49], [-0.27, -0.06, 0.71], [-0.32, 0.31, -1.15], [0.15, -0.06, -0.89], [-0.33, 0.15, -0.17], [-0.18, 0.26, 0.10], [0.36, 0.23, -0.04], [0.12, 0.99, 0.10], [-0.79, -0.13, 0.03], [-0.37, 0.25, -0.12], [0.08, -0.21, -0.52], [-0.21, 0.33, 0.16], [0.39, -0.23, 0.03], [-0.35, -1.27, 0.91], [-0.28, 0.12, 0.43], [0.41, -0.18, -0.45], [-0.53, -0.58, -0.75], [-0.59, 0.60, -0.32], [0.65, -0.03, -0.33], [-0.07, -0.12, 0.48], [0.05, -0.15, -0.05], [-0.56, -0.67, 1.15], [0.12, 0.24, -0.79], [0.40, -0.13, -0.07], [0.37, -0.49, 2.07], [-0.55, 0.86, -2.29]]}